(1)
13
Properties=species:S:1:pos:R:3:forces:R:3 method="wB97M-V/def2-TZVPD" total_charge=-1 multiplicity=2 lumo_energy_ev="3.61 / 3.57" e_homo_ev="0.8105 / -5.1490"
O -2.676765 1.439452 0.512748 -0.135 -0.075 -0.025
C -1.629021 0.961584 0.116041 0.071 0.042 0.288
N -0.520278 0.863655 0.887372 -0.328 0.036 -0.470
C 0.795829 0.472142 0.422486 0.547 -0.444 0.206
C 0.826954 -0.632431 -0.617146 -0.284 0.132 -0.101
S -0.010549 -2.121642 -0.049716 -0.093 -0.111 -0.198
H -1.514223 0.553532 -0.895483 0.088 0.105 -0.030
H -0.677566 1.057670 1.861455 0.155 0.130 0.044
H 1.360631 1.301694 -0.017738 -0.181 0.318 0.076
H 1.356381 0.153584 1.304670 -0.036 -0.051 -0.051
H 0.420691 -0.253856 -1.559443 -0.159 -0.191 0.031
H 1.859730 -0.874239 -0.844227 0.362 -0.010 0.062
H 0.408185 -2.921146 -1.121018 -0.007 0.120 0.169

***

(2)
13
Properties=species:S:1:pos:R:3:forces:R:3 method="wB97M-V/def2-TZVPD" total_charge=-2 smiles=[O-]CNCC[S-] lumo_energy_ev=6.36 e_homo_ev=0.7395
C -0.392955 -0.245718 0.594573 1.048 0.135 0.940
C 0.182943 1.081503 1.078128 0.567 0.613 -0.598
S 1.843028 1.597807 0.404660 -0.012 -0.288 0.184
N -0.819836 -0.211645 -0.771096 -0.323 -0.232 -0.133
C -1.132098 -1.618603 -1.310017 -0.389 0.712 0.206
O -1.746128 -2.426115 -0.463203 -0.057 -0.149 0.035
H 0.400197 -0.991278 0.788072 -0.009 -0.185 -0.127
H -1.193835 -0.514942 1.274057 -0.506 -0.159 -0.122
H 0.208446 1.121704 2.167421 0.072 -0.185 0.144
H -0.437112 1.899460 0.741210 -0.700 0.152 0.048
H -0.014388 0.145049 -1.281313 -0.050 0.042 -0.136
H -0.135856 -1.993864 -1.677036 0.055 -0.196 -0.160
H -1.766844 -1.347549 -2.201811 0.304 -0.258 -0.283

***

(3)
13
Properties=species:S:1:pos:R:3:forces:R:3 method="wB97M-V/def2-TZVPD" lumo_energy_ev=-3.63 e_homo_ev=-7.6110
O -0.926061 -0.652894 2.318082 0.443 0.554 -1.251
C -0.670311 -0.056508 1.233923 -3.683 1.279 3.647
C 0.334196 -0.890929 0.418002 2.838 -4.386 -5.451
C -1.083103 -0.759477 -0.135692 0.812 -1.152 2.093
S -0.061912 2.274606 -1.563881 0.103 0.360 -1.363
N 1.421154 -0.331477 -0.266886 0.803 -5.233 4.606
H -0.531332 1.012884 1.277340 0.384 0.519 -0.485
H 0.714912 -1.871658 0.830636 -1.267 1.344 0.156
H -1.132339 -0.005261 -0.944548 -0.098 -0.056 0.261
H -1.877517 -1.605576 0.093473 2.058 1.884 -0.611
H 0.093271 2.950394 -2.812000 -0.132 -0.933 1.678
H 2.365717 -0.592990 0.150047 -1.797 0.668 -0.897
H 1.353324 0.528886 -0.598497 -0.464 5.153 -2.384

***

(4)
13
Properties=species:S:1:pos:R:3:forces:R:3 method="wB97M-V/def2-TZVPD" lumo_energy_ev=0.74 e_homo_ev=-8.7320
C 0.275696 0.932132 0.239759 0.753 -0.790 -4.200
C 1.382446 -0.106378 0.334301 0.283 2.381 1.013
C 1.299798 -1.424961 0.181429 1.280 1.267 1.334
N -0.657398 0.578214 -0.854129 0.125 0.296 -0.572
O -2.280296 -0.117648 0.908795 -0.459 -0.236 3.886
S -2.031465 -0.444442 -0.451761 1.359 1.451 -2.928
H -0.296639 1.037944 1.058213 -1.915 -0.178 3.349
H 0.646308 1.990074 0.107378 0.023 -1.172 -0.417
H 2.187608 0.589275 0.646316 0.877 -1.806 -0.192
H 2.117997 -2.085320 0.469921 -0.124 0.196 -0.458
H 0.334137 -1.831294 0.121092 -1.105 -0.780 -0.638
H -0.173581 0.374675 -1.741925 -0.463 -0.247 0.798
H -2.804612 0.507735 -1.019384 -0.634 -0.383 -0.976

***

(5)
13
Properties=species:S:1:pos:R:3:forces:R:3 method="wB97M-V/def2-TZVPD" smiles="CNC(=S)CO" lumo_energy_ev=0.50 e_homo_ev=-8.2780
C -1.538538 1.298801 -0.039147 -0.680 0.647 1.717
C -0.215920 -0.715197 -0.045283 0.572 0.517 -0.870
C 1.217905 -1.199978 -0.104025 -0.315 -1.019 0.778
H -1.466219 2.118234 0.721790 -0.059 -0.624 -0.583
H -2.344695 0.593678 0.284987 0.897 0.521 -0.294
H -1.837311 1.742428 -0.960199 -0.173 0.286 -0.870
H 0.599990 1.086285 -0.164311 0.329 0.425 -0.095
H 1.388569 -1.752572 -1.019812 -0.264 -0.281 -0.108
H 1.345725 -1.868949 0.757500 0.022 -0.119 -0.325
H 2.424178 0.052143 0.835765 -0.443 -0.506 -1.545
N -0.280524 0.616625 -0.134517 -1.078 -1.161 0.403
O 2.169016 -0.190593 -0.098459 1.335 1.538 1.592
S -1.462180 -1.780903 -0.034286 -0.144 -0.224 0.199

***

(6)
13
Properties=species:S:1:pos:R:3:forces:R:3 method="wB97M-V/def2-TZVPD" smiles="NC(=O)CCS" lumo_energy_ev=0.70 e_homo_ev=-9.0910
C -0.181939 -0.745576 -0.005980 2.848 0.945 -1.311
C -0.982256 0.542327 -0.023635 -1.811 -1.277 -1.061
S -1.453850 1.196412 1.584504 0.068 -1.111 1.077
C 1.022707 -0.744820 -0.954462 0.507 4.686 -1.814
N 2.136608 -1.480480 -0.637953 0.152 0.105 -0.341
O 1.014854 0.068811 -1.949131 -0.006 -3.465 2.735
H -0.768492 -1.414139 -0.619427 -0.315 -1.451 1.345
H 0.162595 -0.862747 1.005531 -0.160 -1.470 0.361
H -1.781561 -0.042686 -0.573058 -0.663 2.827 0.520
H -0.622425 1.425720 -0.549741 0.242 -0.579 -0.384
H -1.288386 0.048931 2.378860 -0.260 1.097 -0.938
H 2.846724 -1.337210 -1.357310 -0.078 -0.081 0.497
H 2.486976 -1.459178 0.326279 -0.526 -0.227 -0.686

***

(7)
13
Properties=species:S:1:pos:R:3:forces:R:3 method="wB97M-V/def2-TZVPD" lumo_energy_ev=-0.10 e_homo_ev=-8.5138
C -1.229460 -0.056317 -0.256097 -2.506 0.768 -3.027
C -0.083074 0.675969 0.303004 1.647 0.893 2.094
C 1.247884 1.142109 -0.200150 3.321 1.290 -0.999
H -1.905866 -2.086235 0.366946 4.192 3.650 -2.457
H -1.388367 -0.065757 -1.384655 0.035 1.800 1.073
H -2.150817 0.355477 0.269687 0.914 -0.939 -0.747
H -0.586647 1.462114 0.781115 -0.053 1.837 0.663
H 0.302918 0.057411 1.159829 -0.731 0.214 -0.369
H 1.769594 2.233234 -0.343888 -2.648 -2.054 0.358
H 0.674723 -1.386764 -0.309709 2.223 -0.567 0.613
N 2.278322 0.368219 -0.244589 -0.578 -0.190 -0.020
O -1.011555 -1.392986 -0.159203 -4.286 -6.959 3.595
S 2.082344 -1.306472 0.017710 -1.530 0.258 -0.778

***

(8)
13
Properties=species:S:1:pos:R:3:forces:R:3 method="wB97M-V/def2-TZVPD" lumo_energy_ev=0.90 e_homo_ev=-8.7132
C 1.499459 1.168640 0.240344 -0.367 -0.764 -1.973
C 0.123602 -1.100144 -0.518814 1.061 -0.376 -0.532
C -0.765171 -0.944975 0.653809 1.325 -1.904 0.410
H 0.563049 1.421262 0.654757 -0.928 -0.191 1.249
H 2.333703 1.485540 0.759861 1.411 1.032 1.400
H 1.469290 1.677893 -0.700945 0.290 0.347 -0.758
H 0.246819 -2.145198 -0.825642 -0.155 0.138 0.135
H -0.231174 -0.523724 -1.378220 0.192 -0.214 0.290
H -0.600163 -1.578133 1.562841 0.049 0.999 -0.718
H -2.722366 0.927217 -0.455410 -1.554 1.201 0.443
N -1.740267 -0.178419 0.673903 -2.135 0.977 -0.027
O -2.004327 0.360023 -0.607264 1.651 -0.852 0.041
S 1.827551 -0.569978 -0.059219 -0.841 -0.394 0.039

***

(9)
14
Properties=species:S:1:pos:R:3:forces:R:3 method="wB97M-V/def2-TZVPD" lumo_energy_ev=0.52 e_homo_ev=-8.7147
C 2.238068 -1.036825 0.223161 0.332 -1.144 3.984
C -0.009541 0.084110 -0.295080 0.611 3.039 -1.348
C -0.686612 1.480082 -0.517705 1.696 -0.068 -2.982
H 2.301037 -1.738385 -0.691024 0.209 0.300 2.345
H 1.226027 -1.192969 1.069101 3.526 -0.680 -2.655
H 3.301109 -0.933831 1.080603 -3.275 -0.282 -3.380
H 0.211574 2.290522 -0.744830 -2.701 -1.935 0.319
H -1.491043 1.409856 -1.305596 1.212 0.500 0.002
H -1.753240 0.981686 0.871164 -1.721 -1.760 0.876
H -2.924629 -1.763458 0.479965 1.584 1.680 -1.471
N -0.552634 -0.995990 0.052363 -1.345 -0.619 -0.398
O -1.261357 1.732697 0.655810 0.393 3.555 2.288
S 1.631503 0.458067 -0.480849 1.427 0.233 0.606
S -2.230263 -0.775564 -0.397080 -1.947 -2.820 1.814

***

(10)
14
Properties=species:S:1:pos:R:3:forces:R:3 method="wB97M-V/def2-TZVPD" lumo_energy_ev=-0.02 e_homo_ev=-8.6638
C 0.320358 0.399579 -0.362273 1.757 1.367 -1.570
C -1.245316 0.135208 -0.909573 2.535 0.183 -0.955
C 1.370228 -0.755134 -0.169209 1.253 -0.703 2.090
H 0.849794 0.593815 1.815443 -1.520 3.496 -3.763
H 0.650842 2.548859 0.709449 -0.659 -5.902 0.996
H 0.988258 0.948948 -1.153860 -2.017 -0.523 0.935
H -1.548260 1.101660 -1.437537 -0.494 -0.836 1.915
H -1.322898 -0.499511 -1.806548 1.211 0.023 -0.185
H -2.255376 -0.457240 1.387984 0.030 -0.869 -2.433
H 0.048733 -1.665737 0.724608 -1.230 -0.590 0.227
N 0.349988 1.250516 0.894417 1.346 0.799 1.582
O 0.970058 -1.839068 0.542067 -0.359 0.853 -0.785
S -2.212662 -1.065938 0.030816 -0.252 1.934 2.926
S 3.036250 -0.695957 -0.265783 -1.601 0.768 -0.980

***

(11)
14
Properties=species:S:1:pos:R:3:forces:R:3 method="wB97M-V/def2-TZVPD" smiles="N[C@H](C=O)CSS" lumo_energy_ev=0.44 e_homo_ev=-8.5635
N 0.012579 -0.129601 -1.719406 0.244 0.459 0.023
C -0.113429 -0.508295 -0.323681 0.253 1.064 -0.034
C -1.469017 -1.161031 -0.252342 -0.363 -0.873 -0.701
O -2.512297 -0.584259 -0.110223 -0.032 0.597 0.526
C -0.014931 0.794734 0.516234 1.532 -0.974 -1.162
S 1.765213 1.309947 0.393823 -0.019 -0.036 0.348
S 2.287516 1.436677 2.426109 -0.366 0.126 -0.502
H 0.538916 -0.654951 -2.388344 -0.039 -0.296 0.115
H -0.723750 0.442695 -2.090712 -0.127 -0.099 -0.143
H 0.745074 -1.137947 -0.111404 -0.261 -0.472 0.291
H -1.523900 -2.213272 -0.593225 0.371 -0.183 0.189
H -0.142298 0.632693 1.581526 -0.922 0.426 -0.141
H -0.574396 1.504796 -0.083608 -0.536 0.461 1.042
H 1.724721 0.267813 2.755253 0.263 -0.202 0.149

***

(12)
14
Properties=species:S:1:pos:R:3:forces:R:3 method="wB97M-V/def2-TZVPD" lumo_energy_ev="-0.71 / -0.71" e_homo_ev="-7.8800 / -7.8816"
C -0.666722 1.279934 0.206050 3.632 -0.938 0.576
C 2.700678 0.478708 0.471355 2.259 -1.286 0.031
C -1.772951 -1.400206 0.433609 1.716 2.170 0.135
N -1.451159 -0.233641 -1.823403 -0.379 0.711 -0.584
O -0.434495 2.377857 0.458743 -0.615 -0.102 -0.052
S 1.395949 -0.332052 -0.451876 -1.387 0.593 -0.031
S -2.011042 0.211726 -0.439479 -1.541 -1.478 -0.345
H 2.197012 1.184284 1.066617 -0.271 0.865 1.344
H 3.376668 1.085502 -0.185530 -0.472 -0.769 0.419
H 3.370248 -0.279579 1.121518 -1.690 1.764 -1.391
H -1.873427 -2.024396 -0.435458 -0.632 -0.680 0.090
H -2.370082 -1.436503 1.324306 -0.714 -0.445 -0.028
H -0.710273 -1.420342 0.728979 -0.192 0.045 -0.183
H -1.750401 0.508702 -2.475437 0.286 -0.450 0.020

***

(13)
14
Properties=species:S:1:pos:R:3:forces:R:3 method="wB97M-V/def2-TZVPD" lumo_energy_ev="0.10 / 0.10" e_homo_ev="-8.4246 / -8.4243"
C -0.870143 -2.317467 0.388897 -1.176 3.313 0.715
C -0.226741 0.332751 -0.026459 1.631 -2.726 1.118
C 0.262504 1.499566 -0.784035 -0.232 2.446 1.435
N 1.263000 -0.605518 1.200065 -0.358 1.260 -1.800
O -0.537792 -1.232829 2.743079 -0.724 0.608 0.820
S -0.635072 -1.066725 -0.930784 0.045 -1.035 -0.354
S 0.401181 -1.822117 1.801888 1.130 -1.090 -0.778
H -1.875386 -2.011315 0.825380 1.410 -0.752 -0.050
H -0.859104 -3.358172 0.154998 0.258 -0.482 -0.782
H -0.648021 0.382620 0.961886 -0.558 0.707 -0.079
H 0.121982 1.484921 -1.856551 -0.223 -0.334 -0.140
H 1.338048 1.750515 -0.603446 -0.881 -0.425 0.086
H -0.344021 2.363945 -0.327084 1.023 -0.830 -1.025
H 2.117577 -0.714019 0.596684 -1.344 -0.658 0.836

***

(14)
13
Properties=species:S:1:pos:R:3:forces:R:3 method="wB97M-V/def2-TZVPD" smiles="O=C=N[SiH3].C=C" lumo_energy_ev=0.65 e_homo_ev=-10.2518
C 1.394940 0.027969 -0.438717 1.100 -1.511 -0.359
C -0.506168 -2.312419 0.578614 1.271 -0.812 -0.321
C -1.270697 -1.555868 -0.124997 -3.166 1.658 -1.179
N 0.669323 0.929336 -0.368620 -1.285 3.940 0.312
O 2.007047 -0.925616 -0.567412 1.893 -2.380 -0.216
Si 0.429634 2.590843 0.027749 -0.772 0.761 -1.597
H 0.439878 -2.601038 0.240417 1.483 -0.060 -0.579
H -0.744837 -2.805545 1.452561 -1.069 -0.650 1.852
H -1.027106 -1.079837 -1.079796 0.259 -0.367 0.375
H -2.332309 -1.373877 0.175396 0.996 -0.012 -0.083
H 0.779445 3.748651 -0.993480 -0.142 -1.453 0.634
H 1.179483 3.045309 1.207987 -0.318 -0.329 0.353
H -1.018633 2.312094 -0.109702 -0.249 1.215 0.808

***

(15)
13
Properties=species:S:1:pos:R:3:forces:R:3 method="wB97M-V/def2-TZVPD" total_charge=+2 lumo_energy_ev=-10.53 e_homo_ev=-20.5635
Sn -1.768343 -1.483599 1.953300 -12.081 -9.067 9.708
C -1.263722 1.348309 0.187519 -1.227 0.554 0.216
C -0.370021 0.153360 0.247674 2.025 6.469 -6.701
O -0.639164 -0.682260 1.098411 10.702 3.910 -5.231
N 0.585081 0.015309 -0.634754 1.108 -1.681 1.822
C 1.588005 -1.068153 -0.533918 0.351 -0.808 -0.505
H -1.509674 1.885841 -0.728278 0.916 -0.524 -0.590
H -0.997588 2.157852 0.867155 0.339 -0.241 0.423
H -2.258358 1.005009 0.472000 -0.227 0.005 0.392
H 1.026081 0.693178 -1.239795 -1.377 1.141 -0.129
H 2.151482 -1.014865 0.397612 -0.251 -0.111 0.079
H 2.305184 -0.964476 -1.348158 -0.073 0.353 0.051
H 1.151037 -2.045505 -0.738767 -0.205 0.001 0.462

***

(16)
12
Properties=species:S:1:pos:R:3:forces:R:3 method="wB97M-V/def2-TZVPD" lumo_energy_ev=-1.03 e_homo_ev=-8.4196
C 0.341258 -0.920789 -0.328028 -3.484 1.203 0.923
C -0.972687 -0.319143 0.393061 3.609 1.157 -2.573
C -0.220828 0.467361 -0.689486 -1.125 -3.052 -0.385
H 2.301153 0.370909 0.476572 -2.957 -3.431 0.448
H 0.327786 -0.992493 2.008874 3.660 0.527 -2.748
H -0.002833 -1.697398 -1.158648 1.836 1.021 2.055
H -1.849272 -0.736275 0.137884 -3.133 -1.202 -0.942
H -0.892133 0.099492 1.361837 0.419 -0.109 0.965
H -0.724072 0.147813 -1.635085 0.613 2.226 0.151
H -0.527126 2.671265 -0.857509 3.369 -1.328 1.266
N 1.392234 -0.937408 0.597537 1.177 0.975 2.654
S 0.826522 1.846666 -0.307009 -3.984 2.012 -1.813

***

(17)
12
Properties=species:S:1:pos:R:3:forces:R:3 method="wB97M-V/def2-TZVPD" lumo_energy_ev="-0.12 / 0.45" e_homo_ev="-7.9790 / -8.1401"
C -0.163494 -1.080970 -0.472830 0.612 2.356 0.535
C 0.412479 0.312192 -0.970734 -2.006 -1.407 1.671
C 0.963444 -0.403586 0.153803 -2.536 0.207 -2.528
N -0.390008 0.768628 1.970901 -0.632 -2.088 0.236
S -1.391665 1.619815 1.101805 -2.199 1.006 -0.660
H -1.107336 -0.923488 0.012121 -0.539 -0.058 0.371
H -0.158222 -1.944258 -1.053031 0.586 -1.399 -0.902
H 0.923947 0.368049 -1.849325 1.474 -0.049 -2.406
H -0.369075 1.079623 -0.895999 0.488 0.127 0.340
H 1.549355 -0.158309 0.923684 2.207 0.002 2.758
H 0.435765 1.293450 2.071825 1.252 1.020 0.254
H -2.599845 0.900390 1.120679 1.294 0.284 0.332

***

(18)
12
Properties=species:S:1:pos:R:3:forces:R:3 method="wB97M-V/def2-TZVPD" lumo_energy_ev=0.50 e_homo_ev=-8.8965
C 1.578025 -0.526045 -0.503911 -0.395 -2.976 2.031
C 0.449094 -0.038696 0.572034 -0.049 2.393 -3.244
C -0.666979 0.955195 -0.020381 8.338 1.093 -1.218
H 1.979926 0.358694 -1.224184 -1.375 -2.706 1.270
H 1.248272 -2.013080 -0.849013 0.947 4.774 0.119
H 2.400711 -0.787050 0.265261 -0.857 0.489 -1.695
H 1.033232 0.731123 0.998374 0.710 0.922 1.061
H 0.172620 -0.633183 1.382496 -0.577 -1.784 0.662
H 0.097331 1.817066 -0.504337 -2.482 -1.281 1.360
H -3.957809 -0.226088 0.352795 3.259 -0.728 -1.151
N -1.832726 0.978405 -0.345753 -3.826 -1.044 -0.439
S -2.501701 -0.616336 -0.123386 -3.694 0.848 1.243